# C20H11N2O5OsS

C20H11N2O5OsS as an isolated structure (ωB97M-V with the def2-TZVPD basis set, OMol25).

Cartesian coordinates (Å):
Os -0.165 0.164 0.217
O 0.143 -5.587 -1.682
C 0.081 -4.352 -1.199
C 0.836 -3.933 -0.089
C 0.685 -2.633 0.317
N -0.165 -1.826 -0.310
C -0.849 -2.181 -1.398
C -0.768 -3.458 -1.880
C -1.604 -1.004 -1.977
O -2.394 -1.096 -2.862
O -1.249 0.167 -1.396
C 1.433 -1.902 1.412
O 2.145 -2.447 2.195
O 1.225 -0.568 1.371
H 0.751 -6.145 -1.180
H 1.525 -4.593 0.422
H -1.314 -3.773 -2.758
S -1.365 3.904 2.325
C -2.388 2.593 2.873
C -3.413 2.653 3.806
C -4.095 1.484 4.088
C -3.760 0.288 3.452
C -2.737 0.231 2.522
C -2.049 1.402 2.236
N -0.984 1.573 1.332
C -0.538 2.850 1.290
C 0.534 3.055 0.386
C 1.206 4.254 0.119
C 2.227 4.243 -0.801
C 2.569 3.049 -1.443
C 1.903 1.864 -1.177
C 0.868 1.845 -0.252
H -3.670 3.582 4.296
H -4.899 1.498 4.810
H -4.310 -0.611 3.690
H -2.484 -0.701 2.034
H 0.928 5.170 0.625
H 2.765 5.151 -1.030
H 3.374 3.054 -2.165
H 2.195 0.957 -1.694

Its net charge is +1. The electronic energy comes out at -47433.126 eV.

Charges in e, computed with Löwdin, in the same order as the atoms: atom 1 (Os): 1.674, atom 2 (O): 0.140, atom 3 (C): -0.242, atom 4 (C): 0.114, atom 5 (C): -0.149, atom 6 (N): -0.033, atom 7 (C): -0.143, atom 8 (C): 0.126, atom 9 (C): -0.488, atom 10 (O): 0.185, atom 11 (O): -0.177, atom 12 (C): -0.493, atom 13 (O): 0.181, atom 14 (O): -0.175, atom 15 (H): 0.140, atom 16 (H): 0.149, atom 17 (H): 0.154, atom 18 (S): 1.217, atom 19 (C): -0.425, atom 20 (C): -0.059, atom 21 (C): -0.053, atom 22 (C): -0.051, atom 23 (C): -0.016, atom 24 (C): -0.270, atom 25 (N): -0.120, atom 26 (C): -0.491, atom 27 (C): -0.233, atom 28 (C): -0.010, atom 29 (C): -0.053, atom 30 (C): -0.040, atom 31 (C): -0.072, atom 32 (C): -0.204, atom 33 (H): 0.121, atom 34 (H): 0.118, atom 35 (H): 0.116, atom 36 (H): 0.102, atom 37 (H): 0.120, atom 38 (H): 0.116, atom 39 (H): 0.117, atom 40 (H): 0.106

---

# C20H12AuCl5IN2O2

C20H12AuCl5IN2O2 as an isolated structure (ωB97M-V with the def2-TZVPD basis set, OMol25).

Cartesian coordinates (Å):
Au 1.507 -1.935 -0.479
C -1.428 -1.802 3.693
C -1.530 -0.640 2.765
N -2.508 0.168 2.801
C -2.459 1.282 1.946
C -1.754 1.389 0.820
C -2.034 2.665 0.037
O -0.930 3.176 -0.691
C -0.815 0.233 0.450
C 0.349 0.710 -0.455
N 1.603 0.060 -0.317
C 2.704 0.681 -0.958
C 2.625 1.977 -1.483
C 3.751 2.634 -1.950
C 4.994 2.024 -1.944
C 5.100 0.725 -1.473
C 3.971 0.092 -0.995
I 4.186 -1.898 -0.375
C -0.385 -0.427 1.803
O 0.698 -0.884 2.053
H -2.381 -1.945 4.196
H -0.651 -1.618 4.436
H -1.143 -2.708 3.155
H -3.114 2.089 2.252
H -2.324 3.405 0.786
H -2.894 2.499 -0.621
H -1.260 3.790 -1.353
H 0.506 1.763 -0.249
H 1.675 2.488 -1.534
H 3.644 3.639 -2.335
H 5.870 2.538 -2.314
H 6.054 0.216 -1.485
Cl 0.622 -4.268 -1.055
C -0.821 -3.260 -0.904
C -0.498 -1.994 -0.532
C -1.435 -1.035 -0.207
Cl -0.234 0.669 -2.195
C -2.766 -1.402 -0.436
Cl -4.061 -0.288 -0.266
C -3.103 -2.706 -0.862
Cl -4.737 -3.141 -1.114
C -2.123 -3.679 -1.075
Cl -2.469 -5.283 -1.535

Its net charge is +1. The electronic energy comes out at -102405.089 eV. For the relative energy (zero: lowest compared OMol25 entry of this formula, charge and spin), the calculation gives 1.088 eV.

Charges in e, computed with Löwdin, in the same order as the atoms: atom 1 (Au): 0.874, atom 2 (C): -0.001, atom 3 (C): -0.260, atom 4 (N): 0.158, atom 5 (C): -0.111, atom 6 (C): -0.163, atom 7 (C): -0.196, atom 8 (O): -0.100, atom 9 (C): -0.235, atom 10 (C): -0.599, atom 11 (N): -0.151, atom 12 (C): -0.340, atom 13 (C): -0.026, atom 14 (C): -0.045, atom 15 (C): -0.063, atom 16 (C): -0.145, atom 17 (C): -0.595, atom 18 (I): 1.146, atom 19 (C): -0.260, atom 20 (O): 0.102, atom 21 (H): 0.092, atom 22 (H): 0.097, atom 23 (H): 0.087, atom 24 (H): 0.129, atom 25 (H): 0.125, atom 26 (H): 0.120, atom 27 (H): 0.107, atom 28 (H): 0.094, atom 29 (H): 0.089, atom 30 (H): 0.119, atom 31 (H): 0.117, atom 32 (H): 0.102, atom 33 (Cl): 0.753, atom 34 (C): -0.638, atom 35 (C): -0.290, atom 36 (C): -0.222, atom 37 (Cl): 0.736, atom 38 (C): -0.559, atom 39 (Cl): 0.813, atom 40 (C): -0.669, atom 41 (Cl): 0.744, atom 42 (C): -0.699, atom 43 (Cl): 0.764

---

# C20H13CaCl5N6O2S

C20H13CaCl5N6O2S as an isolated structure (ωB97M-V with the def2-TZVPD basis set, OMol25).

Cartesian coordinates (Å):
Ca 0.100 -0.435 -0.492
Cl 3.309 -1.986 -1.088
C 2.651 -2.349 0.487
C 1.429 -1.778 0.804
C 0.949 -2.071 2.071
Cl -0.628 -1.463 2.469
C 1.649 -2.830 3.006
Cl 1.039 -3.068 4.600
C 2.861 -3.406 2.627
Cl 3.730 -4.395 3.734
C 3.361 -3.186 1.343
Cl 4.823 -3.951 0.843
S -2.040 3.389 2.069
C -0.780 2.892 3.155
C -0.528 3.310 4.455
C 0.563 2.770 5.110
C 1.390 1.837 4.480
C 1.135 1.416 3.191
C 0.031 1.939 2.517
N -0.362 1.612 1.237
C -1.416 2.275 0.866
C -2.042 2.093 -0.429
C -3.068 2.843 -0.905
C -3.346 2.822 -2.327
C -2.824 1.915 -3.162
C -2.103 0.745 -2.594
C -1.541 0.976 -1.202
H -1.173 4.031 4.940
H 0.776 3.079 6.125
H 2.244 1.438 5.011
H 1.766 0.688 2.695
H -3.610 3.534 -0.271
H -3.944 3.631 -2.731
H -2.902 2.007 -4.238
H -2.623 -0.196 -2.781
N 0.363 -3.243 -2.156
N 0.204 -2.913 -3.502
C -0.062 -1.614 -3.829
N -0.147 -1.323 -5.144
N -0.278 -0.807 -2.833
N -0.637 0.575 -3.062
O -0.204 1.157 -4.105
O -0.166 1.183 -1.784
H 1.341 -3.282 -1.893
H -0.088 -4.126 -1.971
H 0.676 -3.465 -4.199
H 0.251 -1.948 -5.822
H -0.131 -0.320 -5.315

The electronic energy comes out at -125868.281 eV.

Charges in e, computed with Löwdin, in the same order as the atoms: atom 1 (Ca): 1.324, atom 2 (Cl): 0.658, atom 3 (C): -0.732, atom 4 (C): -0.347, atom 5 (C): -0.741, atom 6 (Cl): 0.692, atom 7 (C): -0.710, atom 8 (Cl): 0.673, atom 9 (C): -0.708, atom 10 (Cl): 0.678, atom 11 (C): -0.713, atom 12 (Cl): 0.667, atom 13 (S): 1.115, atom 14 (C): -0.462, atom 15 (C): -0.091, atom 16 (C): -0.086, atom 17 (C): -0.076, atom 18 (C): -0.031, atom 19 (C): -0.325, atom 20 (N): 0.052, atom 21 (C): -0.503, atom 22 (C): -0.239, atom 23 (C): -0.036, atom 24 (C): -0.067, atom 25 (C): -0.029, atom 26 (C): -0.161, atom 27 (C): -0.310, atom 28 (H): 0.108, atom 29 (H): 0.103, atom 30 (H): 0.106, atom 31 (H): 0.106, atom 32 (H): 0.092, atom 33 (H): 0.106, atom 34 (H): 0.109, atom 35 (H): 0.143, atom 36 (N): 0.036, atom 37 (N): -0.029, atom 38 (C): -0.426, atom 39 (N): 0.180, atom 40 (N): 0.044, atom 41 (N): -0.356, atom 42 (O): -0.059, atom 43 (O): -0.208, atom 44 (H): 0.022, atom 45 (H): 0.095, atom 46 (H): 0.140, atom 47 (H): 0.107, atom 48 (H): 0.088

---

# C20H14BrN3O4

The molecule C20H14BrN3O4 (ωB97M-V with the def2-TZVPD basis set, OMol25).

Cartesian coordinates (Å):
O 1.112 2.495 -0.799
C 1.817 3.188 -0.125
O 1.801 4.520 -0.164
C 2.820 2.690 0.913
N 3.327 1.387 0.603
C 2.576 0.256 0.555
C 3.354 -0.823 0.203
C 2.894 -2.170 0.047
N 1.648 -2.417 0.141
N 1.179 -3.663 0.003
C -0.152 -3.960 -0.013
O -0.533 -5.116 -0.040
C -1.087 -2.822 -0.014
C -2.438 -2.866 0.197
C -2.900 -1.529 0.062
C -4.142 -0.899 0.158
C -4.170 0.460 -0.055
Br -5.838 1.379 0.066
C -3.029 1.210 -0.357
C -1.795 0.603 -0.455
C -1.747 -0.768 -0.240
O -0.664 -1.560 -0.280
C 4.683 -0.318 0.013
C 5.896 -0.900 -0.343
C 7.011 -0.097 -0.445
C 6.938 1.275 -0.200
C 5.750 1.879 0.155
C 4.622 1.075 0.261
H 1.146 4.846 -0.802
H 3.638 3.408 0.985
H 2.291 2.674 1.876
H 1.527 0.265 0.770
H 3.637 -2.950 -0.158
H 1.819 -4.458 -0.084
H -3.010 -3.743 0.420
H -5.037 -1.455 0.387
H -3.125 2.273 -0.516
H -0.903 1.160 -0.695
H 5.961 -1.960 -0.537
H 7.960 -0.530 -0.720
H 7.831 1.875 -0.291
H 5.711 2.943 0.339

The SMILES is O=C(O)Cn1cc(/C=N/NC(=O)c2cc3cc(Br)ccc3o2)c2ccccc21. The electronic energy comes out at -103669.782 eV. For the relative energy (zero: lowest compared OMol25 entry of this formula, charge and spin), the calculation gives 0.000 eV.

Charges in e, computed with Löwdin, in the same order as the atoms: atom 1 (O): 0.121, atom 2 (C): -0.493, atom 3 (O): 0.123, atom 4 (C): -0.023, atom 5 (N): -0.040, atom 6 (C): 0.017, atom 7 (C): -0.140, atom 8 (C): -0.077, atom 9 (N): 0.050, atom 10 (N): 0.062, atom 11 (C): -0.404, atom 12 (O): 0.075, atom 13 (C): -0.149, atom 14 (C): 0.087, atom 15 (C): -0.142, atom 16 (C): -0.065, atom 17 (C): -0.677, atom 18 (Br): 0.713, atom 19 (C): -0.123, atom 20 (C): 0.024, atom 21 (C): -0.197, atom 22 (O): 0.085, atom 23 (C): -0.120, atom 24 (C): -0.027, atom 25 (C): -0.097, atom 26 (C): -0.095, atom 27 (C): -0.016, atom 28 (C): -0.158, atom 29 (H): 0.139, atom 30 (H): 0.128, atom 31 (H): 0.152, atom 32 (H): 0.133, atom 33 (H): 0.126, atom 34 (H): 0.166, atom 35 (H): 0.129, atom 36 (H): 0.111, atom 37 (H): 0.097, atom 38 (H): 0.097, atom 39 (H): 0.105, atom 40 (H): 0.099, atom 41 (H): 0.100, atom 42 (H): 0.103